DFT (ωB97M-V/def2-TZVPD) results for a structure of composition C27H36BrN5NiO2.

Properties
2S+1 = 3
Kohn-Sham gap (alpha / beta) = 7.06 / 7.00 eV

Each line ends with the Mulliken charge.
CARTESIAN COORDINATES (ANGSTROEM)
1 C -2.0547 -1.8435 -1.9462  -1.405
2 C 2.6563 3.0701 2.8792  -0.784
3 C -2.9172 0.3346 -1.5158  0.641
4 H 0.2536 -2.3689 5.0755  0.515
5 C 0.9132 1.3848 -5.3275  -0.836
6 Br -0.9414 3.2938 4.8370  -0.135
7 H 3.6374 -0.4171 -1.3614  0.405
8 H 2.3830 -2.1277 -2.3147  0.416
9 C 1.0649 2.1349 1.3755  0.606
10 H -0.5515 -0.6097 1.9225  0.248
11 H -2.3805 -2.1399 0.7068  0.245
12 N -2.2370 -0.8125 -0.9116  0.974
13 C -2.0924 1.2927 -2.1297  -0.577
14 C -0.0692 1.4900 -4.3595  -1.141
15 H 3.6726 3.3428 3.1320  0.412
16 N 1.5129 -0.3485 -1.5383  1.517
17 C 1.2357 -2.2658 3.1595  1.480
18 H -1.4810 -2.6778 -1.5356  0.373
19 H -3.2288 -0.5880 0.9157  0.442
20 H -0.8212 -1.8643 3.7812  0.272
21 H -2.0688 3.1790 -3.1336  0.617
22 H 3.1732 2.2516 0.9682  0.368
23 H 2.8789 1.1317 -0.9622  0.446
24 H 0.8880 -4.3751 3.5241  0.458
25 H -5.9554 1.6516 -2.1855  0.402
26 C 0.0000 2.3912 2.2369  0.406
27 H 2.8738 -1.2498 4.1313  0.402
28 H -0.3374 -1.9981 1.0891  -0.072
29 H -4.5268 3.3852 -3.2219  0.401
30 H 2.6498 -2.9305 4.6536  0.434
31 H 2.0164 -1.6037 1.3809  0.190
32 O -1.5360 1.0965 0.9205  -0.419
33 C 2.3746 2.4597 1.6662  -0.809
34 C -1.4226 2.0294 1.8090  -0.037
35 C 2.7710 0.0522 -0.8845  -1.238
36 H 0.8186 1.6696 0.4210  0.858
37 H 3.3816 -2.5849 3.0855  0.394
38 C 2.6199 -2.2560 3.7978  -1.770
39 H -3.0222 -2.2215 -2.2939  0.395
40 C 0.1977 -1.7740 4.1636  -1.766
41 H 2.7609 -0.2247 0.1690  0.162
42 C 0.1407 1.0051 -3.0530  0.563
43 H -1.5217 -1.4140 -2.7936  0.352
44 C 2.3379 0.2347 -3.8018  -0.373
45 C 1.6312 3.3197 3.7744  -0.529
46 N 1.3161 -1.2981 2.0459  -0.454
47 H 1.6320 -4.0362 1.9605  0.350
48 O -2.3586 2.6069 2.3248  -0.686
49 N -0.7266 1.0652 -2.0093  0.795
50 H -1.0117 1.9557 -4.6070  0.466
51 N 0.1045 -1.1085 1.3252  0.208
52 C -2.6935 2.3925 -2.7318  -0.382
53 H -0.0973 -3.7348 2.2250  0.315
54 H 0.6133 -2.1070 -2.2574  0.245
55 H 3.2642 -0.2877 -3.5897  0.314
56 C -4.2915 0.4584 -1.5429  -0.484
57 C -2.9898 -1.3804 0.2111  -1.423
58 C 0.3195 2.9801 3.4614  -0.399
59 C -4.8782 1.5534 -2.1716  -0.866
60 H 1.5478 -2.3084 -0.7587  0.204
61 C 1.5146 -1.8076 -1.7298  -1.122
62 H 0.7168 1.7838 -6.3153  0.395
63 H 2.9082 0.7261 -5.8165  0.392
64 C -4.0773 2.5168 -2.7576  -0.725
65 C 2.1371 0.7831 -5.0611  -1.036
66 H 1.8388 3.7801 4.7302  0.433
67 H -4.9249 -0.2792 -1.0693  0.309
68 H 0.3814 -0.7294 4.4210  0.370
69 Ni -0.2701 0.2013 -0.3251  0.316
70 H -3.9062 -1.8783 -0.1220  0.468
71 C 1.3598 0.3268 -2.8295  0.101
72 C 0.8935 -3.6800 2.6836  -1.608